Record 1
H32O16 | ωB97M-V with the def2-TZVPD basis set

Each atom is followed by the atoms it is bonded to, with distances in Å.
Element x y z (Å)
1 O 2.89 -1.85 3.76  H2 0.981, H3 0.964
2 H 3.18 -1.72 2.84  O1 0.981
3 H 3.17 -2.77 3.83  O1 0.964
4 O -4.66 -2.76 -1.77  H5 0.955, H6 0.962
5 H -3.96 -2.30 -1.33  O4 0.955
6 H -5.47 -2.42 -1.37  O4 0.962
7 O 0.66 -0.94 -2.60  H8 0.963, H9 0.960
8 H 0.10 -0.16 -2.48  O7 0.963
9 H 0.18 -1.75 -2.42  O7 0.960
10 O -1.16 3.12 2.24  H11 0.965, H12 0.966
11 H -0.64 2.94 1.45  O10 0.965
12 H -0.79 2.47 2.87  O10 0.966
13 O 1.22 -4.94 -2.39  H14 0.964, H15 0.955
14 H 1.51 -5.66 -1.81  O13 0.964
15 H 1.97 -4.38 -2.24  O13 0.955
16 O -3.75 -3.32 1.68  H17 0.965, H18 0.964
17 H -3.32 -4.02 2.19  O16 0.965
18 H -2.99 -2.96 1.21  O16 0.964
19 O -0.64 -0.16 3.12  H20 0.961, H21 0.961
20 H -0.19 -0.84 2.62  O19 0.961
21 H -1.38 0.12 2.57  O19 0.961
22 O -1.64 1.05 -2.39  H23 0.962, H24 0.955
23 H -2.58 1.12 -2.19  O22 0.962
24 H -1.33 1.52 -3.16  O22 0.955
25 O 2.06 4.64 -0.10  H26 0.955, H27 0.948
26 H 1.47 4.25 -0.74  O25 0.955
27 H 1.99 5.58 -0.03  O25 0.948
28 O -3.89 0.53 1.71  H29 0.959, H30 0.961
29 H -3.57 -0.25 2.17  O28 0.959
30 H -3.17 1.11 1.48  O28 0.961
31 O -0.43 5.97 0.77  H32 0.955, H33 0.959
32 H -0.08 5.28 1.33  O31 0.955
33 H -1.03 5.56 0.15  O31 0.959
34 O 1.83 0.84 -0.57  H35 0.949, H36 0.964
35 H 1.52 1.60 -1.06  O34 0.949
36 H 1.81 0.05 -1.12  O34 0.964
37 O -4.13 -0.38 -2.58  H38 0.955, H39 0.955
38 H -3.25 -0.70 -2.43  O37 0.955
39 H -4.59 -0.95 -3.19  O37 0.955
40 O 3.97 -1.71 1.29  H41 0.968, H42 0.963
41 H 3.72 -0.86 0.89  O40 0.968
42 H 4.73 -1.93 0.74  O40 0.963
43 O 3.32 3.10 1.60  H44 0.954, H45 0.956
44 H 2.59 3.71 1.73  O43 0.954
45 H 3.96 3.52 1.03  O43 0.956
46 O 3.45 -2.74 -2.10  H47 0.960, H48 0.954
47 H 3.86 -3.55 -2.41  O46 0.960
48 H 3.48 -2.07 -2.78  O46 0.954

Summary:
- energy above the lowest of the compared OMol25 structures with the same formula, charge and spin (kJ/mol) = 627.50
- highest occupied orbital energy (eV) = -10.504
- strongest force on any atom (Eh/bohr) = 0.032
- gap between HOMO and LUMO (eV) = 10.0
- total charge = 0
- lowest unoccupied orbital energy (Ha) = -0.0172


Record 2
H32O16 | ωB97M-V with the def2-TZVPD basis set

Each atom is followed by the atoms it is bonded to, with distances in Å.
Element x y z (Å)
1 O -2.65 -0.28 -1.66  H2 0.937, H3 0.911
2 H -2.84 -0.56 -0.79  O1 0.937
3 H -1.76 -0.47 -1.76  O1 0.911
4 O -3.26 -0.75 1.09  H5 0.959, H6 0.983
5 H -2.62 -0.22 1.57  O4 0.959
6 H -3.92 -0.04 0.93  O4 0.983
7 O 0.44 -2.89 0.17  H8 0.937, H9 0.966
8 H 0.11 -3.43 0.86  O7 0.937
9 H 1.40 -2.95 0.22  O7 0.966
10 O 0.12 0.39 -0.01  H11 0.930, H12 0.982
11 H 0.17 -0.01 0.83  O10 0.930
12 H 0.45 -0.25 -0.68  O10 0.982
13 O -1.95 1.43 2.08  H14 0.987, H15 0.981
14 H -1.92 1.71 1.14  O13 0.987
15 H -2.79 1.81 2.41  O13 0.981
16 O 2.63 1.20 0.98  H17 1.006, H18 0.980
17 H 2.38 0.54 1.70  O16 1.006
18 H 1.80 1.12 0.46  O16 0.980
19 O 0.41 1.75 3.31  H20 0.982, H21 0.978
20 H -0.32 1.28 2.85  O19 0.982
21 H 0.64 1.14 4.04  O19 0.978
22 O -1.83 -0.64 3.89  H23 0.995, H24 0.978
23 H -1.05 -0.78 3.28  O22 0.995
24 H -1.90 -1.50 4.35  O22 0.978
25 O 0.49 3.23 -0.89  H26 0.941, H27 0.959
26 H 1.34 3.56 -1.10  O25 0.941
27 H -0.06 4.01 -0.93  O25 0.959
28 O 0.22 1.43 -2.94  H29 0.966, H30 0.933
29 H 0.28 2.09 -2.24  O28 0.966
30 H 0.91 1.71 -3.50  O28 0.933
31 O 2.45 0.40 -2.00  H32 0.912, H33 0.956
32 H 2.78 1.19 -1.68  O31 0.912
33 H 1.57 0.65 -2.29  O31 0.956
34 O 3.14 -1.75 -0.51  H35 0.915, H36 0.970
35 H 2.80 -1.14 -1.10  O34 0.915
36 H 3.92 -1.43 -0.04  O34 0.970
37 O 1.52 -1.72 -3.84  H38 0.958, H39 0.974
38 H 0.84 -1.75 -3.17  O37 0.958
39 H 1.26 -2.51 -4.35  O37 0.974
40 O -2.05 2.11 -0.50  H41 0.992, H42 0.970
41 H -2.20 1.31 -1.08  O40 0.992
42 H -1.10 2.02 -0.32  O40 0.970
43 O -0.42 -1.99 -2.19  H44 0.930, H45 0.945
44 H -0.78 -2.69 -2.68  O43 0.930
45 H -0.31 -2.37 -1.33  O43 0.945
46 O 0.31 -1.06 2.40  H47 0.955, H48 0.934
47 H 1.06 -0.93 2.96  O46 0.955
48 H 0.33 -1.95 2.11  O46 0.934

Summary:
- energy above the lowest of the compared OMol25 structures with the same formula, charge and spin (kJ/mol) = 489.63
- highest occupied orbital energy (eV) = -10.527
- strongest force on any atom (Eh/bohr) = 0.087
- gap between HOMO and LUMO (eV) = 10.1
- total charge = 0
- lowest unoccupied orbital energy (Ha) = -0.0166


Record 3
H32O16 | ωB97M-V with the def2-TZVPD basis set

Each atom is followed by the atoms it is bonded to, with distances in Å.
Element x y z (Å)
1 O 1.91 1.46 0.21  H2 1.002, H3 0.943
2 H 2.42 0.99 0.94  O1 1.002
3 H 2.10 2.36 0.44  O1 0.943
4 O -0.01 -3.24 -1.13  H5 0.963, H6 0.965
5 H -0.12 -2.31 -0.90  O4 0.963
6 H -0.24 -3.73 -0.33  O4 0.965
7 O 1.54 1.46 -2.64  H8 0.955, H9 0.937
8 H 0.77 1.58 -2.08  O7 0.955
9 H 1.11 1.17 -3.42  O7 0.937
10 O 1.12 0.06 3.13  H11 0.968, H12 0.987
11 H 0.91 -0.87 3.26  O10 0.968
12 H 1.09 0.45 4.03  O10 0.987
13 O 0.10 -0.69 0.08  H14 0.940, H15 0.979
14 H -0.25 -0.31 -0.71  O13 0.940
15 H 0.69 -0.04 0.50  O13 0.979
16 O -2.41 -1.95 -0.18  H17 0.926, H18 0.967
17 H -2.98 -1.38 -0.63  O16 0.926
18 H -2.84 -2.18 0.65  O16 0.967
19 O 3.65 0.10 1.77  H20 0.966, H21 0.971
20 H 2.93 -0.10 2.38  O19 0.966
21 H 4.26 -0.60 2.06  O19 0.971
22 O 0.00 3.20 -0.63  H23 0.959, H24 0.959
23 H 0.28 2.85 0.22  O22 0.959
24 H -0.14 4.12 -0.39  O22 0.959
25 O 0.13 -1.32 -3.35  H26 0.934, H27 0.943
26 H -0.32 -1.60 -4.12  O25 0.934
27 H 0.98 -1.51 -3.72  O25 0.943
28 O 0.90 -2.61 2.67  H29 0.991, H30 0.960
29 H 0.06 -2.59 2.14  O28 0.991
30 H 1.56 -2.93 2.05  O28 0.960
31 O -1.85 -0.36 1.98  H32 0.925, H33 0.965
32 H -1.21 -0.69 1.40  O31 0.925
33 H -1.54 0.02 2.81  O31 0.965
34 O 2.74 -0.81 -1.67  H35 0.938, H36 0.936
35 H 2.25 -1.02 -0.90  O34 0.938
36 H 2.39 -0.03 -2.06  O34 0.936
37 O -3.11 -0.81 -3.11  H38 1.003, H39 0.962
38 H -2.56 -0.19 -2.55  O37 1.003
39 H -3.95 -1.01 -2.69  O37 0.962
40 O -2.68 1.86 0.53  H41 0.948, H42 0.973
41 H -2.06 1.30 0.96  O40 0.948
42 H -3.48 1.34 0.34  O40 0.973
43 O -1.40 0.94 -1.83  H44 0.932, H45 0.953
44 H -1.71 1.48 -1.14  O43 0.932
45 H -1.45 1.38 -2.67  O43 0.953
46 O -0.08 2.36 2.43  H47 0.974, H48 0.967
47 H 0.16 2.88 3.22  O46 0.974
48 H 0.34 1.52 2.66  O46 0.967

Summary:
- energy above the lowest of the compared OMol25 structures with the same formula, charge and spin (kJ/mol) = 495.31
- highest occupied orbital energy (eV) = -9.768
- strongest force on any atom (Eh/bohr) = 0.071
- gap between HOMO and LUMO (eV) = 9.4
- total charge = 0
- lowest unoccupied orbital energy (Ha) = -0.0150


Record 4
H32O16 | ωB97M-V with the def2-TZVPD basis set

Each atom is followed by the atoms it is bonded to, with distances in Å.
Element x y z (Å)
1 O 3.76 3.24 -17.81  H2 0.955, H3 0.956
2 H 2.89 3.33 -17.40  O1 0.955
3 H 4.26 2.64 -17.27  O1 0.956
4 O 0.84 1.54 -19.31  H5 0.938, H6 0.932
5 H 0.40 0.72 -19.46  O4 0.938
6 H 1.74 1.32 -19.45  O4 0.932
7 O 6.68 3.20 -19.17  H8 0.956, H9 0.930
8 H 5.98 2.91 -18.58  O7 0.956
9 H 6.72 4.11 -19.32  O7 0.930
10 O 5.42 2.25 -21.56  H11 0.964, H12 0.968
11 H 5.71 2.69 -20.76  O10 0.964
12 H 5.78 2.67 -22.36  O10 0.968
13 O 1.43 2.13 -16.44  H14 0.948, H15 0.999
14 H 2.16 1.52 -16.35  O13 0.948
15 H 1.27 2.20 -17.42  O13 0.999
16 O 4.24 4.44 -20.22  H17 0.995, H18 0.961
17 H 4.09 3.96 -19.36  O16 0.995
18 H 3.67 5.21 -20.12  O16 0.961
19 O 7.52 0.44 -20.35  H20 0.939, H21 0.957
20 H 7.17 0.82 -19.57  O19 0.939
21 H 7.61 1.18 -20.96  O19 0.957
22 O 5.19 -0.38 -22.29  H23 0.966, H24 0.992
23 H 5.83 -0.79 -22.89  O22 0.966
24 H 5.73 0.33 -21.85  O22 0.992
25 O 4.70 -1.95 -17.63  H26 0.963, H27 0.925
26 H 4.18 -1.70 -18.40  O25 0.963
27 H 4.73 -2.86 -17.80  O25 0.925
28 O 6.05 2.46 -16.26  H29 0.922, H30 0.915
29 H 6.64 2.88 -15.69  O28 0.922
30 H 5.55 2.03 -15.63  O28 0.915
31 O 5.63 -0.58 -15.26  H32 0.942, H33 0.952
32 H 6.17 -0.77 -14.51  O31 0.942
33 H 6.28 -0.28 -15.88  O31 0.952
34 O 5.03 0.92 -18.68  H35 0.962, H36 0.963
35 H 4.44 0.77 -17.94  O34 0.962
36 H 4.36 1.12 -19.35  O34 0.963
37 O 6.91 -2.00 -19.70  H38 0.964, H39 0.964
38 H 6.24 -1.76 -19.06  O37 0.964
39 H 7.05 -1.17 -20.16  O37 0.964
40 O 3.21 1.15 -20.67  H41 1.008, H42 0.969
41 H 3.99 1.63 -21.09  O40 1.008
42 H 3.27 0.21 -20.92  O40 0.969
43 O 3.53 0.53 -16.45  H44 0.974, H45 0.970
44 H 3.01 -0.10 -16.97  O43 0.974
45 H 4.18 0.03 -15.94  O43 0.970
46 O 7.15 -0.15 -17.28  H47 0.940, H48 0.951
47 H 7.87 0.45 -17.28  O46 0.940
48 H 6.37 0.17 -17.71  O46 0.951

Summary:
- energy above the lowest of the compared OMol25 structures with the same formula, charge and spin (kJ/mol) = 432.69
- highest occupied orbital energy (eV) = -9.877
- strongest force on any atom (Eh/bohr) = 0.065
- gap between HOMO and LUMO (eV) = 9.9
- total charge = 0
- lowest unoccupied orbital energy (Ha) = -0.0007


Record 5
H32O16 | ωB97M-V with the def2-TZVPD basis set

Each atom is followed by the atoms it is bonded to, with distances in Å.
Element x y z (Å)
1 O 3.01 0.91 1.15  H2 0.948, H3 0.960
2 H 2.98 0.26 0.46  O1 0.948
3 H 2.64 0.65 2.00  O1 0.960
4 O -2.08 -0.09 -1.89  H5 0.974, H6 1.052
5 H -2.14 -1.03 -1.66  O4 0.974
6 H -2.86 0.39 -1.37  O4 1.052
7 O 1.21 5.04 -0.46  H8 0.982, H9 1.016
8 H 0.23 5.02 -0.41  O7 0.982
9 H 1.36 5.75 -1.17  O7 1.016
10 O 0.85 5.18 2.23  H11 1.014, H12 1.062
11 H -0.12 5.48 2.27  O10 1.014
12 H 1.32 5.12 1.28  O10 1.062
13 O 0.96 3.97 -3.48  H14 1.025, H15 1.019
14 H 0.24 4.52 -3.98  O13 1.025
15 H 1.71 4.64 -3.30  O13 1.019
16 O 2.80 -2.48 0.78  H17 0.874, H18 0.988
17 H 2.79 -2.58 -0.09  O16 0.874
18 H 2.16 -2.95 1.36  O16 0.988
19 O 0.26 -0.60 0.38  H20 1.060, H21 0.861
20 H -0.10 0.06 -0.38  O19 1.060
21 H -0.41 -0.91 0.84  O19 0.861
22 O -1.99 -2.96 3.80  H23 0.996, H24 1.040
23 H -2.89 -2.95 4.22  O22 0.996
24 H -2.32 -2.17 3.21  O22 1.040
25 O 0.67 -4.39 -3.83  H26 0.887, H27 0.883
26 H 1.04 -3.66 -4.17  O25 0.887
27 H -0.07 -4.04 -3.48  O25 0.883
28 O -1.71 3.24 -2.37  H29 1.026, H30 0.915
29 H -2.09 2.60 -3.09  O28 1.026
30 H -0.87 3.49 -2.61  O28 0.915
31 O -0.33 -3.53 1.83  H32 0.968, H33 0.865
32 H -0.50 -3.97 2.67  O31 0.968
33 H -0.35 -4.09 1.16  O31 0.865
34 O 2.33 -3.61 -1.91  H35 0.970, H36 1.053
35 H 3.11 -4.00 -2.35  O34 0.970
36 H 1.56 -4.16 -2.36  O34 1.053
37 O -2.14 1.06 2.87  H38 0.951, H39 0.921
38 H -1.70 0.55 3.54  O37 0.951
39 H -1.43 1.55 2.56  O37 0.921
40 O -4.75 -0.03 1.97  H41 0.966, H42 1.083
41 H -4.17 0.72 2.14  O40 0.966
42 H -5.77 0.22 2.21  O40 1.083
43 O 0.19 -0.13 3.86  H44 0.957, H45 0.961
44 H 0.16 -0.89 3.28  O43 0.957
45 H 0.93 0.34 3.47  O43 0.961
46 O 1.83 -2.03 -3.94  H47 0.973, H48 0.974
47 H 2.09 -2.22 -3.02  O46 0.973
48 H 2.35 -1.26 -4.23  O46 0.974

Summary:
- energy above the lowest of the compared OMol25 structures with the same formula, charge and spin (kJ/mol) = 856.34
- highest occupied orbital energy (eV) = -10.483
- strongest force on any atom (Eh/bohr) = 0.186
- gap between HOMO and LUMO (eV) = 10.4
- total charge = 0
- lowest unoccupied orbital energy (Ha) = -0.0038


Record 6
H32O20S | ωB97M-V with the def2-TZVPD basis set

Each atom is followed by the atoms it is bonded to, with distances in Å.
Element x y z (Å)
1 S 0.32 0.15 -0.20  O2 1.435, O3 1.454, O4 1.446, O5 1.439
2 O 0.05 -0.91 0.73  S1 1.435
3 O 1.59 -0.16 -0.85  S1 1.454
4 O -0.68 0.23 -1.24  S1 1.446
5 O 0.27 1.36 0.57  S1 1.439
6 O 3.89 0.00 0.15  H7 0.985, H8 0.968
7 H 3.06 -0.15 -0.36  O6 0.985
8 H 4.10 -0.91 0.40  O6 0.968
9 O 2.00 -1.79 2.21  H10 0.943, H11 0.963
10 H 2.56 -1.92 1.46  O9 0.943
11 H 1.19 -1.45 1.82  O9 0.963
12 O 0.48 3.74 -0.44  H13 0.953, H14 0.990
13 H 1.26 3.64 -0.98  O12 0.953
14 H 0.55 2.95 0.14  O12 0.990
15 O -0.58 -0.34 -3.85  H16 0.978, H17 0.951
16 H -0.69 -0.02 -2.93  O15 0.978
17 H -0.81 0.44 -4.36  O15 0.951
18 O 0.14 3.70 2.78  H19 0.975, H20 0.953
19 H 0.54 3.73 1.90  O18 0.975
20 H -0.70 3.24 2.79  O18 0.953
21 O -4.01 0.76 -0.83  H22 0.957, H23 0.965
22 H -3.09 0.55 -0.66  O21 0.957
23 H -4.46 -0.09 -0.91  O21 0.965
24 O -1.84 2.02 1.86  H25 0.934, H26 0.942
25 H -2.35 2.58 1.30  O24 0.934
26 H -1.11 1.72 1.35  O24 0.942
27 O -1.23 2.30 -2.60  H28 0.987, H29 0.922
28 H -1.16 1.62 -1.89  O27 0.987
29 H -2.06 2.15 -2.96  O27 0.922
30 O 1.46 -4.06 0.06  H31 0.958, H32 0.947
31 H 2.27 -3.79 0.50  O30 0.958
32 H 0.76 -3.79 0.65  O30 0.947
33 O 2.42 0.98 -2.89  H34 0.977, H35 0.949
34 H 2.08 0.62 -2.05  O33 0.977
35 H 2.80 1.72 -2.42  O33 0.949
36 O -3.13 -1.21 1.09  H37 0.910, H38 0.975
37 H -3.87 -0.84 1.48  O36 0.910
38 H -2.41 -1.02 1.73  O36 0.975
39 O 2.42 1.49 1.87  H40 0.942, H41 0.989
40 H 1.62 1.58 1.38  O39 0.942
41 H 2.97 1.06 1.18  O39 0.989
42 O 2.17 -2.42 -1.87  H43 0.933, H44 0.976
43 H 2.03 -1.57 -1.51  O42 0.933
44 H 1.82 -2.96 -1.14  O42 0.976
45 O -0.89 -3.28 1.27  H46 0.955, H47 1.010
46 H -0.62 -2.40 1.00  O45 0.955
47 H -1.27 -3.59 0.38  O45 1.010
48 O -2.39 -1.57 -1.56  H49 0.953, H50 0.973
49 H -1.79 -0.83 -1.57  O48 0.953
50 H -2.88 -1.55 -0.72  O48 0.973
51 O -1.22 -0.83 2.94  H52 0.955, H53 0.960
52 H -0.60 -0.74 2.22  O51 0.955
53 H -1.04 -0.15 3.59  O51 0.960

Summary:
- energy above the lowest of the compared OMol25 structures with the same formula, charge and spin (kJ/mol) = 366.93
- highest occupied orbital energy (eV) = -4.588
- strongest force on any atom (Eh/bohr) = 0.061
- gap between HOMO and LUMO (eV) = 9.5
- total charge = -2
- lowest unoccupied orbital energy (Ha) = 0.1800


- gap between HOMO and LUMO of number 1 (H32O16)?
  10.0 eV